#a
18
Properties=species:S:1:pos:R:3:mulliken_charge:R:1 method="wB97M-V/def2-TZVPD" homo_lumo_gap_ev=10.060 homo_energy_ev=-9.284 multiplicity=1
N 2.34 -0.44 1.00 -0.756
C 1.02 0.36 0.91 0.736
C 0.91 0.72 -0.51 -0.371
C 0.05 0.14 -1.43 -0.822
C -1.21 -0.55 -0.92 0.342
N -2.33 0.30 -1.36 -0.687
C -1.05 -0.87 0.54 -0.508
C -0.03 -0.58 1.33 -0.608
H 2.74 -0.30 2.02 0.277
H 3.09 0.15 0.53 0.293
H 1.03 1.29 1.48 0.247
H 1.62 1.50 -1.02 0.198
H 0.17 0.49 -2.50 0.294
H -1.45 -1.54 -1.52 0.177
H -3.27 0.22 -0.58 0.276
H -2.00 1.51 -1.25 0.327
H -1.80 -1.60 0.89 0.298
H 0.18 -0.81 2.38 0.286


#b
18
Properties=species:S:1:pos:R:3:mulliken_charge:R:1 method="wB97M-V/def2-TZVPD" homo_lumo_gap_ev=9.093 homo_energy_ev=-8.014 multiplicity=1
C 1.96 0.48 1.70 -1.015
C 1.43 0.67 0.45 -0.250
C -0.06 0.55 0.17 -0.042
C -0.58 1.45 -0.96 -0.635
C -1.39 0.49 -1.83 -0.141
N -1.16 -0.74 -1.60 -0.693
N -0.36 -0.92 -0.56 0.321
C -0.63 -2.03 0.34 -0.892
H 2.91 0.71 1.93 0.335
H 1.50 0.07 2.51 0.299
H 1.94 1.05 -0.33 0.352
H -0.44 0.44 1.13 0.435
H 0.27 1.85 -1.37 0.342
H -1.16 2.19 -0.39 0.285
H -2.04 0.81 -2.73 0.346
H 0.17 -2.85 0.39 0.208
H -0.90 -1.78 1.31 0.319
H -1.44 -2.46 -0.17 0.426


#c
18
Properties=species:S:1:pos:R:3:mulliken_charge:R:1 method="wB97M-V/def2-TZVPD" homo_lumo_gap_ev=9.556 homo_energy_ev=-8.608 multiplicity=1
C -1.85 0.63 -2.14 -1.364
C -0.73 -0.01 -1.33 -0.279
C -0.08 0.93 -0.31 -0.679
C 0.52 0.17 0.83 0.496
C 1.64 -0.59 0.74 -0.591
N 1.84 -1.14 1.99 -0.069
C 0.79 -0.74 2.75 -0.266
N 0.00 0.09 2.11 -0.616
H -2.18 0.00 -2.97 0.373
H -2.73 0.80 -1.53 0.348
H -1.55 1.56 -2.62 0.330
H 0.05 -0.39 -1.98 0.325
H -1.14 -0.87 -0.80 0.319
H -0.77 1.70 0.03 0.375
H 0.75 1.51 -0.74 0.320
H 2.23 -0.87 -0.12 0.387
H 2.47 -1.89 2.24 0.209
H 0.75 -0.88 3.82 0.384


#d
18
Properties=species:S:1:pos:R:3:mulliken_charge:R:1 method="wB97M-V/def2-TZVPD" homo_lumo_gap_ev=9.185 homo_energy_ev=-8.399 multiplicity=1
C -0.62 1.62 -0.42 -0.464
C -1.02 0.43 0.05 0.947
C 1.16 0.89 0.11 0.590
C -2.21 -0.23 -0.61 -1.374
C -0.71 -0.17 1.39 -1.362
C 2.70 -0.91 -0.48 -0.783
N 0.65 2.01 0.02 -0.631
N 1.84 -0.09 0.30 -0.265
H -1.05 2.14 -1.26 0.391
H -2.47 0.26 -1.54 0.360
H -3.09 -0.22 0.04 0.306
H -1.98 -1.28 -0.82 0.316
H -0.13 -1.09 1.30 0.288
H -1.66 -0.43 1.88 0.413
H -0.17 0.51 2.04 0.384
H 2.15 -1.80 -0.81 0.280
H 3.10 -0.39 -1.35 0.326
H 3.52 -1.24 0.16 0.278


Each structure's energy above the most stable one, in kJ/mol: #a 362.2; #b 355.7; #c 0.0; #d 251.2.


#a
18
Properties=species:S:1:pos:R:3:mulliken_charge:R:1 method="wB97M-V/def2-TZVPD" homo_lumo_gap_ev=10.270 homo_energy_ev=-9.744 multiplicity=1
H 1.36 -1.77 1.47 0.305
N 1.61 -1.79 0.47 -0.715
C 0.66 -1.21 -0.19 0.652
C 0.58 -1.28 -1.69 -1.205
C -0.52 -0.60 0.53 0.242
N -1.17 -1.32 1.39 -0.620
H -1.88 -0.77 1.87 0.295
C -0.63 0.86 0.39 0.554
C -1.77 1.54 0.33 -0.942
C 0.91 1.48 0.28 -1.123
H 1.45 -1.81 -2.09 0.371
H 0.53 -0.28 -2.12 0.302
H -0.33 -1.82 -1.98 0.332
H -1.76 2.63 0.24 0.286
H -2.73 1.05 0.27 0.284
H 1.50 1.27 -0.61 0.309
H 1.44 1.24 1.20 0.288
H 0.76 2.56 0.24 0.387


#b
18
Properties=species:S:1:pos:R:3:mulliken_charge:R:1 method="wB97M-V/def2-TZVPD" homo_lumo_gap_ev=9.998 homo_energy_ev=-9.622 multiplicity=1
H -2.20 2.03 0.71 0.260
N -1.38 1.74 1.24 -0.698
C -0.39 1.35 0.53 0.928
C 1.02 1.49 1.05 -1.160
C -0.45 1.40 -0.94 0.129
N -0.57 1.56 -2.08 -0.443
H 1.00 1.50 2.13 0.354
H 1.62 0.65 0.69 0.276
H 1.48 2.40 0.67 0.340
C -0.67 -1.26 0.76 -0.907
C -0.53 -1.44 -0.57 0.097
C 0.74 -1.77 -1.26 -1.038
H -1.64 -1.23 1.22 0.309
H 0.16 -1.48 1.42 0.270
H -1.40 -1.35 -1.21 0.365
H 0.66 -2.74 -1.76 0.371
H 1.58 -1.82 -0.56 0.278
H 0.97 -1.03 -2.03 0.271


#c
18
Properties=species:S:1:pos:R:3:mulliken_charge:R:1 method="wB97M-V/def2-TZVPD" homo_lumo_gap_ev=9.434 homo_energy_ev=-8.573 multiplicity=1
C 2.26 -1.58 0.03 -0.351
C 1.19 -0.94 0.37 -0.756
C -0.14 -0.35 0.47 0.960
C -1.42 -0.92 -0.11 -0.319
N -2.74 -0.12 -0.16 -0.661
C -0.02 0.95 1.26 -0.471
N 0.08 1.02 -0.05 -0.298
C 1.46 1.21 -0.76 -0.688
H 3.48 -1.80 0.19 0.278
H -1.76 -1.90 0.50 0.284
H -1.21 -1.11 -1.22 0.188
H -3.45 -1.11 -0.36 0.315
H -2.68 0.52 -0.92 0.243
H 0.70 1.36 2.02 0.190
H -0.98 1.23 1.60 0.299
H 1.46 2.36 -1.44 0.242
H 1.71 0.23 -1.55 0.199
H 2.08 0.94 0.11 0.345


Each structure's energy above the most stable one, in kJ/mol: #a 0.0; #b 30.2; #c 653.2.


#a
18
Properties=species:S:1:pos:R:3:mulliken_charge:R:1 method="wB97M-V/def2-TZVPD" homo_lumo_gap_ev="6.997 / 7.643" homo_energy_ev="-7.974 / -8.546" multiplicity=1
C -0.23 0.48 -1.34 -0.728
C -1.27 1.01 -0.59 0.060
C 0.80 -0.45 -0.78 1.242
C 1.89 -0.61 -1.56 -1.175
C -2.50 1.43 1.36 -0.762
C 1.71 -1.81 0.91 -0.918
N -1.38 0.88 0.71 -0.258
N 0.68 -0.97 0.37 -0.384
H -0.11 0.87 -2.34 0.263
H -1.86 1.73 -1.21 0.227
H 2.67 -1.17 -1.20 0.405
H 2.19 -0.05 -2.43 0.286
H -2.13 1.88 2.23 0.298
H -3.21 2.15 0.85 0.283
H -3.23 0.72 1.86 0.264
H 2.72 -1.18 0.99 0.308
H 1.43 -2.11 1.84 0.309
H 1.83 -2.79 0.34 0.281


#b
18
Properties=species:S:1:pos:R:3:mulliken_charge:R:1 method="wB97M-V/def2-TZVPD" homo_lumo_gap_ev=9.256 homo_energy_ev=-8.156 multiplicity=1
C 1.47 -1.10 0.13 -0.636
C 2.10 0.40 -0.15 -0.531
C -0.36 1.51 -0.14 -0.655
C -1.61 0.55 0.30 -0.564
C -1.16 -0.81 0.34 0.150
C 0.15 -0.71 -0.39 -0.424
H 1.11 -1.38 1.16 0.265
H 1.76 -2.07 -0.49 0.301
H 2.80 0.55 0.84 0.222
H 2.77 0.57 -1.06 0.287
H -0.88 2.35 -1.03 0.200
H -0.34 2.46 0.59 0.266
H -1.98 0.92 1.09 0.532
H -3.12 -0.74 -0.18 0.251
H -1.18 -1.46 1.15 0.530
H 0.10 -1.10 -1.51 0.284
N 0.59 0.61 -0.06 0.168
N -2.21 -0.57 -0.60 -0.648


#c
18
Properties=species:S:1:pos:R:3:mulliken_charge:R:1 method="wB97M-V/def2-TZVPD" homo_lumo_gap_ev=9.061 homo_energy_ev=-8.414 multiplicity=1
H -2.63 -0.49 -1.11 0.251
N -1.80 -0.10 -1.55 -0.538
C -0.88 -0.95 -1.49 -0.150
C 0.50 -0.58 -1.96 -0.306
N 1.16 0.45 -1.59 -0.535
C 0.63 1.16 -0.48 -0.380
C 0.37 0.49 0.64 1.130
C 0.63 -0.94 0.83 -1.482
C -0.04 1.32 1.93 -1.675
H -1.14 -1.95 -1.08 0.477
H 0.86 -1.24 -2.61 0.505
H 0.60 2.23 -0.83 0.300
H 1.09 -1.04 1.73 0.568
H 1.39 -1.33 0.14 0.363
H -0.42 -1.43 0.89 0.225
H 0.74 1.42 2.56 0.386
H -0.70 0.72 2.39 0.445
H -0.34 2.26 1.59 0.415


#d
18
Properties=species:S:1:pos:R:3:mulliken_charge:R:1 method="wB97M-V/def2-TZVPD" homo_lumo_gap_ev=9.928 homo_energy_ev=-10.277 multiplicity=1
H -0.03 -0.09 -2.40 0.282
N 0.56 0.55 -1.87 -0.650
C 0.11 0.84 -0.72 0.675
C 0.89 1.75 0.07 0.059
N 1.50 2.48 0.70 -0.421
C -1.14 0.34 -0.09 0.903
C -1.58 -0.88 -0.36 -1.193
C -1.84 1.28 0.85 -1.253
H -1.06 -1.54 -1.03 0.267
H -2.48 -1.27 0.10 0.297
H -2.38 2.04 0.28 0.291
H -2.56 0.75 1.46 0.365
H -1.13 1.80 1.49 0.368
C 2.23 -1.61 0.30 -0.987
H 2.29 -0.78 0.99 0.207
H 1.28 -2.12 0.45 0.215
H 3.04 -2.30 0.49 0.338
H 2.28 -1.24 -0.71 0.237


Each structure's energy above the most stable one, in kJ/mol: #a 338.7; #b 562.7; #c 170.0; #d 0.0.


#a
18
Properties=species:S:1:pos:R:3:mulliken_charge:R:1 method="wB97M-V/def2-TZVPD" homo_lumo_gap_ev=9.824 homo_energy_ev=-8.753 multiplicity=1
N 0.04 -1.33 1.45 -0.739
C -0.13 -0.64 0.16 1.276
C 1.31 -0.57 -0.30 -0.833
C 1.72 0.72 -0.51 -0.623
C 0.63 1.81 -0.05 -0.516
C -0.56 0.96 0.29 -0.262
N -1.51 0.59 -0.82 -0.502
C -1.31 -0.85 -0.75 -0.691
H -0.78 -2.10 1.53 0.280
H 0.92 -2.12 1.71 0.288
H 2.00 -1.51 -0.39 0.280
H 2.78 0.94 -0.59 0.356
H 1.18 2.26 0.88 0.253
H 0.27 2.53 -0.89 0.292
H -1.22 1.20 1.19 0.343
H -2.38 0.98 -0.70 0.232
H -0.95 -1.26 -1.74 0.193
H -2.02 -1.61 -0.45 0.372


#b
18
Properties=species:S:1:pos:R:3:mulliken_charge:R:1 method="wB97M-V/def2-TZVPD" homo_lumo_gap_ev="8.631 / 7.422" homo_energy_ev="-8.098 / -7.807" multiplicity=1
C -0.77 -1.09 -0.23 -0.174
C -2.98 -0.05 -1.13 -0.197
C 0.49 -1.14 -0.41 0.353
C -1.66 -1.30 0.99 -1.130
C 2.32 1.20 0.15 -1.055
C 2.60 -0.11 -0.69 -0.228
N 1.62 -1.16 -0.88 -0.463
N -3.06 0.97 -0.37 -0.144
H -2.04 -0.42 1.39 0.342
H -1.02 -1.92 1.63 0.317
H -2.49 -1.79 0.60 0.416
H 1.49 1.17 0.73 0.378
H 3.12 1.54 0.75 0.339
H 2.12 2.02 -0.61 0.249
H 3.48 -0.70 -0.06 0.220
H 3.09 0.02 -1.74 0.308
H -2.39 1.34 0.26 0.245
H -3.91 1.45 -0.37 0.224


Each structure's energy above the most stable one, in kJ/mol: #a 0.0; #b 380.2.


#a
22
Properties=species:S:1:pos:R:3:mulliken_charge:R:1 method="wB97M-V/def2-TZVPD" total_charge=-1 homo_lumo_gap_ev=6.963 homo_energy_ev=-4.333 multiplicity=1
C 1.54 -1.86 1.52 -0.403
O 0.84 -1.16 0.42 -0.884
C 0.55 -1.83 2.69 -0.336
N -0.56 -2.74 2.17 -0.742
H 2.06 -2.87 1.30 0.171
H 2.37 -1.12 1.58 0.310
H 1.06 -2.34 3.58 0.255
H 0.17 -0.77 3.00 0.235
H -1.05 -2.39 1.42 0.297
H -0.23 -3.67 1.86 0.237
H 1.28 0.95 0.05 0.310
H 0.01 0.27 0.08 0.441
O 0.29 1.27 -0.01 -0.726
H -0.16 3.69 -3.08 0.351
H 0.29 5.24 -3.02 0.310
O 0.38 4.43 -3.52 -0.664
H -6.26 1.83 -2.65 0.296
H -4.99 2.73 -2.88 0.330
O -5.63 2.31 -2.22 -0.626
H 3.06 -0.05 -1.24 0.215
H 1.97 -1.06 -0.29 0.448
O 3.02 -0.86 -0.76 -0.827


#b
22
Properties=species:S:1:pos:R:3:mulliken_charge:R:1 method="wB97M-V/def2-TZVPD" total_charge=-1 homo_lumo_gap_ev=9.342 homo_energy_ev=-5.532 multiplicity=1
C 1.88 -0.93 0.88 -0.582
O 0.66 -1.33 1.52 -0.644
C 2.02 -1.34 -0.57 -0.202
N 1.75 -0.12 -1.41 -0.633
H 1.79 0.20 0.96 0.313
H 2.73 -1.38 1.44 0.239
H 2.97 -1.64 -0.92 0.426
H 1.40 -2.23 -0.77 0.203
H 1.50 -0.17 -2.39 0.239
H 1.04 0.46 -0.96 0.066
H -2.28 2.17 2.35 0.275
H -2.53 1.00 1.43 0.364
O -3.03 1.60 2.05 -0.717
H -0.78 1.93 0.22 0.343
H -0.32 2.44 -1.23 0.295
O -0.85 2.71 -0.45 -0.707
H -1.15 -0.55 -0.85 0.433
H -2.17 -1.45 -1.65 0.275
O -1.49 -0.79 -1.80 -0.725
H -1.92 -0.17 0.46 0.217
H -0.13 -0.75 1.15 0.540
O -1.09 0.31 0.55 -1.019


Each structure's energy above the most stable one, in kJ/mol: #a 177.8; #b 0.0.